Entry 1:
Below is a structure of composition C22H48AlO9, with properties calculated with the ωB97M-V functional and the def2-TZVPD basis.

Results
Energy   -48615.5460 eV
HOMO   -3.92 eV
Orbital gap   5.9 eV
Total charge   -1
LUMO energy   0.0739 Ha

Each line ends with the Löwdin charge.
Cartesian coordinates (Å):
C 4.831 -2.081 1.152  -0.133
C 5.200 -0.625 0.772  -0.362
C 3.973 0.164 0.262  -0.334
Al 2.807 0.972 1.737  0.265
C 1.095 1.612 0.800  -0.293
O 0.230 2.508 1.571  -0.247
C -0.449 1.837 2.580  -0.245
C -1.849 1.291 2.151  -0.175
O -1.971 1.323 0.745  -0.145
C -3.220 0.869 0.284  -0.187
C -3.224 -0.659 0.087  -0.188
O -3.820 -1.382 1.155  -0.159
C -5.239 -1.216 1.179  -0.275
C -5.909 -2.584 1.181  -0.065
H 3.752 -2.180 1.262  0.048
H 5.185 -2.760 0.373  0.052
H 5.317 -2.336 2.094  0.057
H 5.975 -0.634 0.000  0.076
H 5.580 -0.122 1.659  0.059
H 3.350 -0.456 -0.401  0.032
H 4.282 1.022 -0.353  0.025
H 2.408 -0.135 2.862  -0.099
H 3.543 2.263 2.394  -0.110
H 0.498 0.717 0.549  0.041
H 1.273 2.121 -0.153  0.047
H -0.629 2.563 3.382  0.114
H 0.158 1.029 3.001  0.080
H -1.961 0.269 2.535  0.119
H -2.649 1.896 2.602  0.112
H -3.353 1.329 -0.702  0.114
H -4.029 1.180 0.954  0.119
H -2.176 -0.963 0.054  0.125
H -3.675 -0.941 -0.873  0.115
H -5.515 -0.634 2.066  0.118
H -5.569 -0.632 0.320  0.078
H -5.439 -3.194 1.951  0.073
H -6.973 -2.463 1.388  0.072
H -5.771 -3.058 0.210  0.072
O 8.000 0.235 2.552  0.121
C 8.737 0.888 1.873  -0.519
O 8.702 0.726 0.532  -0.002
C 9.407 1.565 -0.376  -0.242
C 10.844 1.122 -0.564  -0.070
C 9.738 1.847 2.480  0.008
H 9.332 2.611 -0.073  0.113
H 8.865 1.473 -1.317  0.124
H 11.410 1.188 0.365  0.064
H 11.339 1.743 -1.312  0.077
H 10.875 0.084 -0.895  0.081
H 10.617 1.281 2.786  0.091
H 9.283 2.290 3.362  0.090
H 10.047 2.655 1.821  0.065
O -6.655 0.235 -1.445  0.092
C -6.576 1.434 -1.449  -0.527
O -7.275 2.129 -0.532  0.001
C -7.124 3.538 -0.340  -0.235
C -7.975 4.337 -1.305  -0.066
C -5.759 2.170 -2.484  0.013
H -6.072 3.820 -0.381  0.115
H -7.457 3.715 0.682  0.123
H -7.677 4.168 -2.340  0.067
H -7.888 5.403 -1.094  0.081
H -9.022 4.046 -1.213  0.082
H -6.355 2.266 -3.391  0.095
H -4.879 1.571 -2.707  0.086
H -5.420 3.155 -2.174  0.073
O -2.380 -5.595 -4.724  0.092
C -2.073 -4.861 -3.822  -0.534
O -1.677 -5.398 -2.655  -0.001
C -1.162 -4.612 -1.571  -0.224
C -2.267 -4.028 -0.719  -0.062
C -2.180 -3.359 -3.953  0.011
H -0.479 -3.848 -1.944  0.116
H -0.563 -5.305 -0.983  0.123
H -2.894 -3.341 -1.287  0.059
H -1.848 -3.481 0.126  0.086
H -2.912 -4.820 -0.337  0.086
H -3.212 -3.069 -3.762  0.094
H -1.926 -3.091 -4.975  0.089
H -1.527 -2.800 -3.287  0.070



Entry 2:
Below is a structure of composition C28H43F9MoOP2 at a distorted geometry, with properties calculated with the ωB97M-V functional and the def2-TZVPD basis.

Results
<S²>   2.038
Energy   -76653.8261 eV
HOMO (spin up / spin down)   -13.26 / -13.67 eV
Spin multiplicity   3
Orbital gap (spin up / spin down)   6.9 / 5.4 eV
Total charge   +2
LUMO energy (spin up / spin down)   -0.2343 / -0.3049 Ha

Each line ends with the Löwdin spin population.
Cartesian coordinates (Å):
Mo -0.265 -1.630 -3.380  1.005
C -0.510 -2.651 -1.302  0.075
C 0.922 -2.551 -1.663  0.221
C 0.461 -0.956 -0.034  0.238
C -0.743 -1.653 -0.296  0.115
C 1.478 -1.467 -0.863  0.004
C -1.416 -3.776 -1.648  0.010
H -1.046 -4.342 -2.517  0.001
H -2.415 -3.403 -1.907  0.003
H -1.525 -4.465 -0.800  0.002
C -1.968 -1.559 0.519  0.014
H -2.834 -1.949 -0.029  0.001
H -2.193 -0.531 0.826  0.003
H -1.870 -2.143 1.447  0.006
C 0.620 0.032 1.074  0.038
H 0.221 -0.395 2.008  0.010
H 0.086 0.986 0.919  0.014
H 1.677 0.273 1.249  0.000
C 2.919 -1.237 -0.634  -0.008
H 3.268 -1.852 0.210  -0.003
H 3.147 -0.198 -0.370  -0.001
H 3.537 -1.508 -1.494  0.000
C 1.709 -3.680 -2.205  0.036
H 2.007 -4.369 -1.399  0.016
H 2.620 -3.312 -2.694  0.005
H 1.118 -4.229 -2.946  0.003
C -1.386 -0.518 -4.770  0.086
C -1.654 -1.937 -4.916  -0.003
C -0.947 -2.810 -5.934  0.010
C 0.569 -2.516 -6.052  0.010
C 1.191 -2.139 -4.733  0.000
C 1.374 -0.771 -4.249  0.002
C 0.950 0.410 -5.079  0.019
C -0.458 0.233 -5.697  0.019
H -1.417 -2.740 -6.924  0.001
H 0.813 -1.823 -6.869  0.000
H -1.059 -3.882 -5.694  0.000
H -0.415 -0.224 -6.702  0.002
H -2.202 0.077 -4.324  0.008
H -2.692 -2.240 -4.720  -0.001
H -0.873 1.242 -5.876  0.002
H 0.981 1.325 -4.463  0.000
H 2.290 -0.600 -3.658  0.000
H 1.698 0.613 -5.875  0.002
H 1.058 -3.458 -6.359  0.001
H 2.007 -2.794 -4.459  -0.001
P -2.207 2.637 -1.637  0.002
P 1.424 2.611 -1.338  0.001
C -1.047 3.510 -2.688  0.000
C 0.382 3.885 -2.198  0.000
H -1.562 4.447 -2.949  0.000
H -0.978 2.932 -3.624  0.000
H 0.990 4.193 -3.071  0.000
H 0.305 4.748 -1.522  0.000
C 2.346 3.531 -0.034  0.000
H 3.219 2.913 0.245  0.000
H 1.717 3.667 0.855  0.000
H 2.701 4.505 -0.412  0.000
C 2.863 2.410 -2.472  0.000
H 3.163 3.378 -2.898  0.000
H 2.618 1.701 -3.276  0.000
H 3.698 1.993 -1.890  0.000
C -3.923 2.765 -2.036  0.000
H -4.472 1.987 -1.486  0.000
H -4.091 2.618 -3.111  0.000
H -4.314 3.744 -1.751  0.000
C -1.672 0.939 -1.590  0.018
H -0.992 0.771 -0.753  0.003
H -1.116 0.618 -2.505  0.009
H -2.535 0.264 -1.466  0.001
F -2.892 5.561 -0.729  0.000
C -3.323 5.094 0.483  0.000
F -3.311 6.126 1.348  0.000
F -4.617 4.695 0.322  0.000
C -2.421 3.929 0.945  0.000
O -1.969 3.052 -0.136  0.001
C -1.082 4.443 1.475  0.000
F -1.151 5.170 2.601  0.000
F -0.253 3.386 1.719  0.001
F -0.467 5.210 0.525  0.000
C -3.120 3.029 1.997  0.000
F -3.661 3.758 3.004  0.000
F -4.110 2.312 1.404  0.000
F -2.261 2.131 2.548  0.000



Entry 3:
Below is a structure of composition N6O18Pb at a distorted geometry, with properties calculated with the ωB97M-V functional and the def2-TZVPD basis.

Results
Energy above the lowest of the compared OMol25 structures with the same formula, charge and spin   90.1 kJ/mol
Energy   -51016.7637 eV
HOMO   2.68 eV
Orbital gap   6.8 eV
Total charge   -4
LUMO energy   0.3481 Ha

Each line ends with the natural charge from an NBO analysis.
Cartesian coordinates (Å):
Pb 0.525 -0.074 -0.530  1.698
N 0.521 -3.052 -3.028  0.731
O 1.733 -3.439 -3.062  -0.593
O -0.272 -3.660 -3.744  -0.522
O 0.191 -2.145 -2.237  -0.575
N -1.433 -0.612 2.758  0.713
O -2.208 -1.329 3.459  -0.619
O -0.930 0.388 3.266  -0.464
O -1.455 -0.841 1.512  -0.571
N -1.073 0.178 -3.569  0.712
O 0.032 0.131 -4.222  -0.593
O -1.008 0.867 -2.522  -0.568
O -2.025 -0.513 -3.924  -0.495
N 1.866 2.954 1.350  0.707
O 1.423 3.063 2.502  -0.465
O 1.195 2.372 0.443  -0.594
O 3.127 3.073 1.196  -0.602
N 1.736 -2.257 2.071  0.724
O 0.984 -3.230 1.871  -0.512
O 2.832 -2.426 2.652  -0.562
O 1.392 -1.152 1.598  -0.596
N -1.763 2.911 0.543  0.727
O -2.070 3.898 -0.190  -0.617
O -1.445 1.813 0.042  -0.551
O -1.875 3.081 1.765  -0.513



Entry 4:
Below is the molecule C6H11NO at a distorted geometry, with properties calculated with the ωB97M-V functional and the def2-TZVPD basis.

Results
SMILES   C=CO[C@](C)(N)C=C
Energy above the lowest of the compared OMol25 structures with the same formula, charge and spin   299.0 kJ/mol
Energy   -9935.3553 eV
HOMO   -9.04 eV
Orbital gap   10.1 eV
Total charge   0
LUMO energy   0.0392 Ha

Each line ends with the natural charge from an NBO analysis.
Cartesian coordinates (Å):
C 0.140 -0.129 -0.600  0.417
C 0.136 1.366 -0.897  -0.655
N -0.378 -0.896 -1.674  -0.871
C 1.781 -0.619 -0.309  -0.204
C -1.851 -0.130 0.778  0.103
C 2.455 -0.656 0.840  -0.415
C -2.319 0.368 1.916  -0.456
O -0.341 -0.490 0.637  -0.542
H 0.101 -0.738 -2.552  0.375
H -0.416 -1.878 -1.424  0.378
H 2.317 -0.838 -1.231  0.172
H -2.468 -0.360 -0.082  0.200
H 0.839 1.613 -1.698  0.218
H -0.859 1.710 -1.197  0.218
H 0.411 1.929 -0.001  0.229
H 3.509 -0.926 0.877  0.199
H 1.978 -0.427 1.789  0.203
H -1.650 0.620 2.734  0.214
H -3.385 0.482 2.094  0.216



Look up the energy of the third one. -51016.7637 eV



Look up the total charge of the second one. +2



Number 4 is which compound? C6H11NO



Which of these has the highest total charge? C28H43F9MoOP2